C28H39Cl2O18P | ωB97M-V/def2-TZVPD

Last column: Löwdin charge in e.
Geometry (Å):
1 C 0.9198 -4.0022 4.4569  -0.006
2 C 0.3835 -3.0199 3.7406  -0.326
3 P 0.1134 -1.8194 2.2678  0.922
4 C -1.5814 -1.0173 2.7361  -0.381
5 C -1.4285 0.3330 3.6056  -0.262
6 C -0.8953 1.6147 2.7447  -0.222
7 C 0.6947 1.5797 2.4708  -0.285
8 C 1.3670 3.0147 2.1784  -0.130
9 C -0.2304 -2.7177 0.6520  -0.750
10 Cl -1.4071 -1.9588 -0.5808  0.562
11 C 0.3366 -3.9732 0.2072  -0.686
12 C -0.0601 -4.6837 -1.2101  -0.150
13 Cl 1.5643 -4.8451 1.2249  0.563
14 H 1.5148 -4.9350 4.8100  0.047
15 H -2.1523 -1.8097 3.3605  0.086
16 H -2.2134 -0.7549 1.8121  0.056
17 H -0.8476 0.1923 4.6006  0.115
18 H -2.5106 0.6259 3.9292  0.110
19 H -1.1340 2.5598 3.3822  0.111
20 H -1.4894 1.7613 1.7537  0.108
21 H 0.8413 0.9475 1.4989  0.085
22 H 1.2319 0.9716 3.3029  0.108
23 H 1.5116 3.6459 3.1420  0.087
24 H 2.4390 2.7964 1.7806  0.053
25 H 0.8354 3.6437 1.3775  0.081
26 H -1.1947 -4.6503 -1.4047  0.064
27 H 0.5487 -4.1835 -2.0532  0.088
28 H 0.2185 -5.8102 -1.1369  0.075
29 O -7.7639 -2.8438 -2.6518  0.145
30 C -6.7006 -2.3605 -2.3679  -0.543
31 O -5.4960 -2.9351 -2.6433  0.061
32 C -4.4985 -1.9646 -2.3617  -0.148
33 C -5.1719 -1.0596 -1.3776  -0.132
34 O -6.5442 -1.1679 -1.7290  0.066
35 H -3.6037 -2.4357 -1.9502  0.070
36 H -4.2342 -1.4500 -3.2909  0.136
37 H -5.0433 -1.3954 -0.3441  0.141
38 H -4.8300 -0.0272 -1.4593  0.105
39 O 3.4199 4.7067 0.4360  0.134
40 C 3.3874 4.2054 -0.6558  -0.539
41 O 3.7667 2.9253 -0.9253  0.054
42 C 3.3695 2.6457 -2.2593  -0.130
43 C 3.2909 4.0056 -2.8814  -0.133
44 O 2.9672 4.8439 -1.7827  0.069
45 H 4.0986 2.0019 -2.7547  0.137
46 H 2.4009 2.1371 -2.2404  0.138
47 H 4.2474 4.3290 -3.3033  0.136
48 H 2.5235 4.0660 -3.6555  0.137
49 O 6.8107 0.4787 4.3111  0.149
50 C 6.5213 1.4468 3.6609  -0.541
51 O 5.3120 1.6405 3.0649  0.065
52 C 5.2895 2.9806 2.5953  -0.141
53 C 6.7415 3.3122 2.4446  -0.134
54 O 7.3621 2.4932 3.4238  0.060
55 H 4.7459 3.0525 1.6523  0.099
56 H 4.7921 3.6081 3.3410  0.141
57 H 7.1323 3.0426 1.4585  0.134
58 H 6.9495 4.3673 2.6319  0.136
59 O -2.9377 1.2938 -0.6888  0.110
60 C -3.2206 2.2679 -1.3380  -0.534
61 O -4.4316 2.4729 -1.9279  0.056
62 C -4.4454 3.8139 -2.3967  -0.122
63 C -2.9915 4.1313 -2.5559  -0.130
64 O -2.3727 3.3031 -1.5773  0.071
65 H -4.9940 3.8913 -3.3371  0.124
66 H -4.9334 4.4450 -1.6475  0.136
67 H -2.6071 3.8581 -3.5495  0.079
68 H -2.7722 5.1844 -2.3689  0.145
69 O 3.5116 -7.2563 7.2188  0.160
70 C 3.4757 -7.7599 6.1298  -0.538
71 O 3.8461 -9.0438 5.8620  0.065
72 C 3.4469 -9.3229 4.5286  -0.137
73 C 3.3777 -7.9640 3.9038  -0.138
74 O 3.0597 -7.1202 4.9997  0.041
75 H 4.1715 -9.9727 4.0342  0.136
76 H 2.4748 -9.8248 4.5482  0.136
77 H 4.3366 -7.6487 3.4814  0.137
78 H 2.6108 -7.9002 3.1294  0.132
79 O -2.3268 4.4292 -5.0767  0.127
80 C -2.9525 3.8333 -5.9164  -0.502
81 O -4.2149 3.3560 -5.7385  0.061
82 C -4.6808 2.9269 -7.0097  -0.122
83 C -3.4141 2.6532 -7.7592  -0.127
84 O -2.4879 3.5496 -7.1632  0.079
85 H -5.3089 2.0394 -6.9140  0.141
86 H -5.2690 3.7316 -7.4606  0.140
87 H -3.0564 1.6289 -7.6172  0.138
88 H -3.5120 2.8493 -8.8284  0.140

Its HOMO-LUMO gap is 7.972 eV. For the HOMO energy, the calculation gives -8.14 eV. As for the SMILES: C#CP(CCCCC)/C(Cl)=C(/C)Cl.O=C1OCCO1.O=C1OCCO1.O=C1OCCO1.O=C1OCCO1.O=C1OCCO1.O=C1OCCO1.